Record 1
{"formula": "C4H10NOS2", "method": "ωB97M-V/def2-TZVPD", "elements": ["C", "C", "C", "C", "N", "O", "S", "S", "H", "H", "H", "H", "H", "H", "H", "H", "H", "H"], "positions_angstrom": [[1.457809, -2.057975, -0.409293], [0.032569, -2.129377, 0.190706], [1.139670, 0.251626, -0.015635], [-1.902440, 2.595567, 0.908973], [1.547735, -0.681492, -0.879126], [-1.112637, 1.785531, 0.418144], [-0.603861, -0.521530, 0.740418], [-2.350815, 4.087076, 0.083903], [2.168903, -2.310376, 0.262596], [1.513283, -2.684458, -1.290358], [-0.526761, -2.436433, -0.646914], [-0.069391, -2.903822, 0.930249], [1.677605, 0.133278, 0.955713], [0.799116, 1.201096, -0.295037], [1.147494, -0.638904, -1.799424], [-2.630709, 2.477773, 1.843097], [-1.049164, -0.165836, -0.397878], [-1.238407, 3.998256, -0.600137]], "forces_ev_per_angstrom": [[-2.3, 1.8, -1.6], [0.1, -0.6, 0.1], [0.9, -1.5, 3.2], [-1.7, -0.2, -0.1], [0.7, -0.7, -1.4], [-1.3, 2.0, 1.5], [1.2, -1.7, 1.2], [0.0, -0.4, 1.0], [2.4, -0.6, 2.1], [0.2, -0.3, 0.1], [-1.3, -0.3, -0.7], [-0.1, 0.0, 0.6], [-0.2, 0.8, -0.9], [0.2, 1.2, -0.6], [0.0, 0.4, -0.4], [1.9, -0.4, -1.5], [-1.2, 0.2, -1.6], [0.6, 0.2, -0.9]], "fmax_ev_per_a": 3.634, "orbital_gap_ev": 10.362, "spin_multiplicity": 1, "total_charge": 1, "total_energy_ha": -1084.4579, "e_lumo_ha": -0.1258, "relative_energy_kj_mol": 129.9, "homo_ev": -13.8}

Record 2
{"formula": "C36H99N9O9", "method": "ωB97M-V/def2-TZVPD", "elements": ["C", "O", "C", "C", "C", "N", "H", "H", "H", "H", "H", "H", "H", "H", "H", "H", "H", "C", "O", "C", "C", "C", "N", "H", "H", "H", "H", "H", "H", "H", "H", "H", "H", "H", "C", "O", "C", "C", "C", "N", "H", "H", "H", "H", "H", "H", "H", "H", "H", "H", "H", "C", "O", "C", "C", "C", "N", "H", "H", "H", "H", "H", "H", "H", "H", "H", "H", "H", "C", "O", "C", "C", "C", "N", "H", "H", "H", "H", "H", "H", "H", "H", "H", "H", "H", "C", "O", "C", "C", "C", "N", "H", "H", "H", "H", "H", "H", "H", "H", "H", "H", "H", "C", "O", "C", "C", "C", "N", "H", "H", "H", "H", "H", "H", "H", "H", "H", "H", "H", "C", "O", "C", "C", "C", "N", "H", "H", "H", "H", "H", "H", "H", "H", "H", "H", "H", "C", "O", "C", "C", "C", "N", "H", "H", "H", "H", "H", "H", "H", "H", "H", "H", "H"], "positions_angstrom": [[-1.678388, 1.232020, 4.426679], [-0.866004, 0.079750, 4.534435], [0.515609, 0.354079, 4.647502], [1.348225, -0.856539, 4.254017], [1.229054, -1.966273, 5.292714], [2.772840, -0.508678, 4.136578], [-2.694971, 0.989804, 4.724831], [-1.644222, 1.603966, 3.393587], [-1.317307, 2.090659, 5.006944], [0.800554, 1.178699, 3.978478], [0.741205, 0.652831, 5.679964], [1.026554, -1.253768, 3.287858], [0.188652, -2.270233, 5.389193], [1.582195, -1.610028, 6.266705], [1.893608, -2.792182, 5.039973], [3.155200, -0.410861, 5.075109], [2.885330, 0.424609, 3.745072], [1.057642, 0.596813, -2.138604], [1.069822, -0.441069, -1.195983], [-0.200168, -0.739807, -0.665681], [-0.905844, 0.386493, 0.107144], [0.111004, 1.050829, 1.069062], [-1.977027, -0.246927, 0.840070], [2.078627, 0.956639, -2.305778], [0.648319, 1.501004, -1.666325], [0.604200, 0.329225, -3.095051], [-0.843271, -1.060359, -1.501018], [-0.090848, -1.596371, 0.000495], [-1.223792, 1.117641, -0.634136], [0.337059, 0.342624, 1.859948], [-0.329399, 1.993851, 1.396352], [1.015703, 1.321102, 0.519140], [-1.644305, -0.865502, 1.574489], [-2.662469, 0.316285, 1.330369], [7.531991, 6.497881, -0.218926], [7.149272, 5.322058, -0.898239], [6.098343, 4.659485, -0.242945], [5.645879, 3.453935, -1.048433], [4.297286, 2.932660, -0.617879], [6.618033, 2.380362, -0.934704], [6.702879, 7.206958, -0.106358], [8.267469, 7.008026, -0.840952], [7.961548, 6.233298, 0.752684], [6.453369, 4.290656, 0.734733], [5.246695, 5.316604, -0.013254], [5.577045, 3.854673, -2.077513], [4.081234, 1.997170, -1.139020], [3.477039, 3.636386, -0.771427], [4.255759, 2.657382, 0.441840], [6.251194, 1.545022, -1.391583], [7.547439, 2.591279, -1.266369], [-2.794755, 3.689678, -1.711017], [-3.688953, 2.705752, -1.276385], [-3.710395, 1.561830, -2.098617], [-4.646318, 0.536251, -1.488346], [-4.224328, -0.905280, -1.846015], [-6.027254, 0.610285, -2.013873], [-1.777558, 3.332889, -1.937761], [-2.650842, 4.449089, -0.944460], [-3.190896, 4.148451, -2.625796], [-3.948980, 1.719091, -3.162449], [-2.669456, 1.195775, -2.140413], [-4.674695, 0.604869, -0.406558], [-3.138726, -0.987197, -1.718985], [-4.385006, -1.075967, -2.911837], [-4.649488, -1.640608, -1.167958], [-6.279957, 1.591246, -2.146133], [-6.045751, 0.285039, -2.977909], [-4.841908, -5.696205, 6.427230], [-3.775907, -4.803015, 6.346272], [-3.742105, -4.127924, 5.108107], [-2.903389, -2.870519, 5.263968], [-3.362120, -2.024387, 6.445922], [-2.925973, -2.074182, 4.028829], [-4.842674, -6.406970, 5.583099], [-5.810327, -5.184272, 6.404806], [-4.779939, -6.341029, 7.302414], [-3.311207, -4.811249, 4.360339], [-4.742279, -3.886759, 4.717832], [-1.894947, -3.279786, 5.431432], [-2.929810, -2.392426, 7.374410], [-4.445572, -1.941853, 6.422232], [-2.891100, -1.039186, 6.354207], [-2.641152, -2.651124, 3.235479], [-2.292158, -1.298181, 4.214975], [2.762411, 3.691012, -4.088083], [2.746476, 4.854591, -4.870617], [2.997749, 4.592033, -6.231149], [3.035013, 5.893703, -6.987058], [1.655602, 6.542792, -7.153131], [3.607475, 5.680234, -8.336733], [3.788656, 3.345626, -3.901441], [2.221510, 2.859258, -4.555584], [2.307717, 3.913061, -3.123866], [3.977888, 4.091123, -6.288882], [2.269916, 3.928718, -6.719183], [3.654521, 6.637141, -6.471319], [1.830958, 7.588170, -7.413232], [1.118282, 6.527318, -6.205453], [1.082055, 6.040532, -7.931254], [4.611008, 5.565333, -8.246702], [3.444281, 6.526454, -8.869401], [-4.160317, -5.058764, -2.266893], [-3.686913, -4.971621, -0.956005], [-2.453098, -4.296415, -0.881051], [-1.960145, -4.237047, 0.563124], [-1.548345, -5.590279, 1.129717], [-3.010684, -3.671544, 1.443126], [-3.403517, -5.298571, -3.021523], [-4.752248, -4.205390, -2.619538], [-4.866105, -5.896977, -2.333830], [-1.665485, -4.790457, -1.474393], [-2.528484, -3.281320, -1.287016], [-1.107019, -3.559128, 0.481379], [-2.170398, -6.364548, 0.673644], [-1.667302, -5.629677, 2.208898], [-0.513575, -5.803603, 0.860641], [-3.751555, -4.369679, 1.362368], [-3.435621, -2.847303, 1.015776], [9.236895, -2.117270, -3.767000], [9.162849, -0.806984, -3.239754], [8.014266, -0.507806, -2.431189], [6.749621, -0.463017, -3.258463], [6.762397, 0.464355, -4.451001], [5.579971, -0.149903, -2.400946], [8.346068, -2.389699, -4.334951], [9.452509, -2.881593, -3.012265], [10.099314, -2.054699, -4.430799], [7.995318, -1.301070, -1.671284], [8.291471, 0.421480, -1.934068], [6.640140, -1.498359, -3.613732], [5.756815, 0.646029, -4.838735], [7.351046, 0.124662, -5.301594], [7.132423, 1.446865, -4.139489], [4.749911, -0.487012, -2.881162], [5.621443, -0.748106, -1.576088], [-7.206874, -4.042459, 1.629997], [-7.431956, -2.736791, 2.090980], [-6.385285, -2.276480, 2.942656], [-6.331583, -0.764305, 2.961168], [-5.806518, -0.208214, 1.641249], [-5.442308, -0.299091, 4.029167], [-6.256902, -4.151488, 1.092507], [-7.994741, -4.336353, 0.936104], [-7.251631, -4.741764, 2.477813], [-6.630873, -2.648095, 3.954197], [-5.418544, -2.728604, 2.691283], [-7.291549, -0.301497, 3.190828], [-5.679697, 0.865091, 1.771575], [-6.481967, -0.405180, 0.804346], [-4.872606, -0.704368, 1.355862], [-4.521507, -0.742038, 4.085014], [-5.878565, -0.357293, 4.939590]], "forces_ev_per_angstrom": [[0.4, 0.7, -0.5], [0.0, -0.1, 0.2], [0.0, 0.2, -0.3], [0.5, -0.3, 0.5], [0.2, 0.2, 0.0], [-0.1, 0.5, 0.3], [0.0, -0.1, -0.1], [-0.3, -0.2, 0.0], [0.0, -0.4, 0.4], [-0.2, 0.1, 0.1], [0.1, 0.0, 0.0], [-0.2, 0.2, 0.0], [0.1, -0.3, 0.0], [-0.2, 0.1, 0.0], [-0.3, -0.2, -0.2], [0.0, -0.2, 0.0], [-0.1, -0.2, -0.3], [0.6, 1.1, 0.7], [0.4, -0.2, 0.2], [-0.6, -0.2, -0.6], [1.5, -0.1, 0.8], [-0.4, 0.4, -1.3], [-1.1, -0.6, 0.1], [0.2, -0.7, -0.2], [-0.7, -0.1, -0.5], [-0.3, 0.0, 0.1], [-0.2, 0.0, 0.2], [0.3, 0.0, 0.0], [-0.6, 0.1, 0.3], [0.1, 0.2, 0.2], [0.0, -0.2, 0.6], [0.1, -0.1, 0.2], [0.4, 0.0, -0.2], [0.2, 0.6, -0.5], [0.2, 0.0, -0.3], [-0.3, 0.3, -0.3], [-0.2, -0.6, 1.0], [0.6, 0.7, -0.5], [-0.5, -0.4, 0.5], [-0.3, -0.5, 0.3], [-0.1, -0.2, 0.2], [0.2, -0.2, 0.1], [0.0, 0.3, 0.1], [0.0, 0.0, 0.0], [0.1, 0.2, -0.4], [-0.2, -0.3, 0.0], [-0.1, 0.1, -0.2], [0.1, 0.1, -0.2], [0.3, 0.1, 0.0], [0.3, 0.3, 0.0], [-0.1, 0.3, -0.2], [0.2, 0.4, -0.6], [-0.2, 0.1, 0.1], [1.1, -0.5, 0.3], [-0.7, -1.6, -1.2], [1.5, 0.8, 0.3], [-0.2, 1.2, -0.1], [-0.2, -0.4, 0.0], [-0.4, 0.0, 0.1], [0.2, 0.2, 0.0], [-0.4, 0.5, 0.2], [-0.1, -0.3, 0.1], [0.1, 0.4, 0.0], [-0.1, -0.1, 0.1], [-0.4, -0.4, 0.1], [-0.5, -0.1, -0.3], [-0.2, -0.1, 0.5], [0.2, -0.4, 0.1], [-0.5, -0.9, -0.6], [0.0, 0.2, 0.4], [-0.1, -0.1, -0.5], [0.3, -0.6, -0.3], [1.1, 0.2, -0.4], [-0.1, -0.1, 0.7], [0.1, 0.2, -0.1], [0.0, 0.1, 0.1], [0.2, 0.4, 0.3], [0.1, 0.2, -0.1], [-0.1, 0.1, 0.4], [0.1, 0.4, 0.3], [-0.6, -0.4, 0.1], [-0.1, 0.1, 0.4], [-0.3, 0.1, -0.2], [0.0, 0.3, 0.0], [0.2, -0.3, -0.6], [0.2, -0.3, 0.2], [-0.7, 0.0, -0.1], [0.8, -0.1, -0.1], [0.0, 0.9, -0.7], [0.6, -0.1, 0.4], [-0.2, -0.2, 0.5], [0.0, 0.0, -0.1], [-0.1, 0.1, 0.0], [0.0, 0.1, 0.0], [0.0, 0.0, -0.3], [-0.2, 0.0, 0.3], [0.0, -0.3, 0.5], [-0.3, 0.0, -0.2], [-0.1, 0.0, 0.0], [-0.1, 0.0, 0.0], [0.0, 0.0, -0.2], [0.1, -0.1, -0.1], [-1.1, -0.9, -0.9], [0.4, 0.1, -0.1], [0.7, -0.1, 0.1], [-0.7, 0.6, -0.1], [0.1, -0.1, -0.7], [0.0, -0.4, -0.5], [0.3, 0.2, 0.3], [0.4, 0.4, 0.3], [0.1, 0.0, 0.3], [-0.3, -0.2, -0.1], [-0.2, 0.1, 0.1], [0.1, 0.1, 0.5], [0.0, -0.1, 0.2], [0.1, 0.1, 0.1], [0.0, -0.1, 0.1], [-0.1, 0.1, 0.4], [0.3, 0.1, 0.0], [0.4, 0.5, -0.1], [-0.4, 0.3, 0.1], [1.4, -0.4, -0.2], [-0.8, -1.0, 0.0], [0.1, 0.8, 0.0], [0.2, -0.5, 0.1], [0.0, -0.1, -0.1], [-0.2, 0.1, 0.2], [-0.1, -0.3, -0.1], [-0.6, 0.1, 0.2], [-0.4, 0.1, -0.1], [-0.1, 0.1, -0.2], [-0.1, -0.2, 0.2], [0.2, -0.2, 0.2], [0.1, 0.0, -0.1], [0.0, 0.3, -0.1], [0.1, 0.2, 0.1], [-0.3, -0.4, 0.2], [0.4, 0.3, -0.6], [-1.2, -0.6, 0.7], [1.2, 0.3, 0.1], [-0.5, -0.3, -0.1], [0.2, 0.5, 0.4], [0.1, 0.1, 0.2], [-0.1, 0.3, 0.0], [0.2, -0.1, -0.1], [0.2, 0.2, 0.0], [0.1, 0.3, -0.3], [-0.3, -0.4, -0.2], [0.2, 0.0, -0.2], [-0.2, 0.1, 0.1], [0.2, 0.2, 0.3], [-0.5, -0.3, -0.4], [0.0, -0.1, 0.0]], "fmax_ev_per_a": 2.094, "orbital_gap_ev": 8.787, "spin_multiplicity": 1, "total_charge": 0, "total_energy_ha": -2600.7851, "e_lumo_ha": 0.0155, "relative_energy_kj_mol": 129.5, "smiles": "COC[C@H](C)N.COC[C@H](C)N.COC[C@H](C)N.COC[C@H](C)N.COC[C@H](C)N.COC[C@H](C)N.COC[C@H](C)N.COC[C@H](C)N.COC[C@H](C)N", "homo_ev": -8.4}

Record 3
{"formula": "C14H27GaO", "method": "ωB97M-V/def2-TZVPD", "elements": ["C", "H", "H", "H", "C", "H", "H", "C", "H", "H", "H", "C", "C", "C", "C", "C", "C", "C", "C", "C", "C", "Ga", "H", "H", "H", "H", "H", "H", "H", "H", "H", "H", "H", "H", "H", "H", "H", "C", "O", "H", "H", "H", "H"], "positions_angstrom": [[1.290115, 2.313904, -1.307286], [2.065109, 2.605343, -0.593653], [1.786660, 2.014570, -2.245688], [1.836366, 0.862106, 0.680428], [0.244179, 3.423911, -1.160534], [-0.719497, 2.993115, -1.371897], [0.126102, 3.728718, -0.104169], [0.633372, 4.502426, -2.109418], [-0.212972, 5.167675, -2.274212], [1.500021, 4.974602, -1.645104], [0.989488, 4.039610, -3.030402], [-0.893383, -1.920811, -0.026747], [-1.516278, -0.978985, -0.894426], [-0.530715, -0.444186, -1.774468], [0.772039, -1.083970, -1.406789], [0.447542, -2.063749, -0.377718], [1.393095, -3.080334, 0.116194], [1.871393, -1.268693, -2.403175], [-0.795197, 0.171634, -3.104745], [-2.970243, -0.867647, -1.118664], [-1.617487, -2.823689, 0.891401], [0.822211, 0.689984, -0.515864], [2.815750, -1.543100, -1.916337], [1.586702, -2.040260, -3.136222], [2.116590, -0.359942, -2.964087], [2.436300, -2.836224, -0.128495], [1.285855, -3.190727, 1.206159], [1.173414, -4.067318, -0.319171], [-2.451507, -2.281944, 1.324511], [-1.990246, -3.743471, 0.428770], [-0.947671, -3.088765, 1.700857], [-3.215110, 0.016899, -1.714005], [-3.401098, -1.754274, -1.612643], [-3.478909, -0.769668, -0.156070], [0.040966, 0.748808, -3.529315], [-0.960693, -0.676365, -3.777816], [-1.709905, 0.778219, -3.126295], [-1.047868, 1.417334, 2.147296], [-0.067772, 0.887741, 1.263403], [-1.977331, 1.583400, 1.581395], [-0.678916, 2.369888, 2.570401], [-1.217086, 0.679908, 2.961911], [0.215016, 0.014729, 1.573287]], "forces_ev_per_angstrom": [[1.0, 2.0, 1.0], [0.5, 0.1, -0.6], [-0.5, 0.5, 0.0], [1.2, -0.7, -0.3], [-0.7, -1.6, 0.1], [-0.8, 0.1, -0.6], [0.5, 0.1, -0.4], [0.4, 0.4, 0.1], [0.4, 0.3, -0.2], [-0.1, 0.6, -0.4], [-0.3, 0.3, -0.2], [-1.9, 0.3, -0.9], [-0.3, -2.3, 1.1], [2.9, -0.5, -1.2], [-1.7, 0.1, -1.3], [0.7, 0.1, -0.1], [0.3, 0.3, 0.3], [0.8, 0.2, -0.1], [-0.2, 0.3, -0.1], [-0.3, 0.8, 0.4], [0.0, 0.3, 0.6], [0.3, -0.2, 0.9], [-0.3, -0.2, -0.1], [0.1, 0.2, 0.2], [-0.3, -0.1, 0.0], [-0.4, -0.1, 0.1], [0.0, -0.1, -0.3], [-0.1, 0.1, 0.0], [-0.3, -0.2, 0.1], [0.1, 0.2, -0.1], [-0.1, -0.3, 0.3], [0.0, -0.2, 0.0], [0.3, 0.1, 0.1], [-0.1, -0.1, 0.0], [-0.3, -0.2, 0.3], [0.0, 0.0, -0.2], [0.3, -0.1, 0.1], [-1.4, 0.6, 1.1], [0.1, -1.2, 0.0], [0.3, 0.0, 0.3], [-0.2, -0.6, -0.3], [0.0, 0.6, -0.5], [-0.1, 0.3, 0.5]], "fmax_ev_per_a": 3.148, "orbital_gap_ev": [5.629, 5.109], "spin_multiplicity": 1, "total_charge": 2, "total_energy_ha": -2548.8634, "e_lumo_ha": [-0.3955, -0.4008], "homo_ev": [-16.4, -16.0]}

Record 4
{"formula": "CH2O2", "method": "ωB97M-V/def2-TZVPD", "elements": ["H", "H", "O", "C", "O"], "positions_angstrom": [[25.102777, -1.469078, -0.717318], [25.204115, -0.735035, -0.595511], [-2.465390, -1.004844, 0.329162], [-2.309323, 0.062684, -0.132950], [-2.090979, 1.233345, -0.065346]], "forces_ev_per_angstrom": [[0.0, 0.3, 0.1], [0.0, -0.3, -0.1], [-0.1, 0.3, -2.3], [0.7, 2.1, 4.3], [-0.6, -2.4, -2.1]], "fmax_ev_per_a": 4.876, "orbital_gap_ev": 12.695, "spin_multiplicity": 1, "total_charge": 0, "total_energy_ha": -189.7634, "e_lumo_ha": -0.0047, "relative_energy_kj_mol": 66.6, "smiles": "[H][H].O=C=O", "homo_ev": -12.8}